C8H8N4S in the gas phase. Source: the Open Molecules 2025 dataset; level of theory: ωB97M-V with the def2-TZVPD basis set.

Computed properties:
Maximum force in Eh/bohr: 0.054
LUMO level in eV: 0.17
HOMO level in eV: -8.9
Gap between HOMO and LUMO in eV: 9.06
SMILES string: C=CCSc1ncc(C#N)c(N)n1
Relative energy (zero: lowest compared OMol25 entry of this formula, charge and spin) in eV: 0.496

Structure (ORCA input):
```
! wB97M-V def2-TZVPD RIJCOSX def2/J DEFGRID3
* xyz 0 1
C 2.027 1.070 -0.028
C -0.156 0.583 -0.447
C -2.762 -0.042 -0.948
C -3.087 -0.930 0.245
C -3.030 -0.613 1.547
C 1.285 -1.144 -0.681
C 2.349 -0.347 -0.276
C 3.685 -0.823 -0.060
H 3.880 1.554 0.661
H 2.779 2.871 0.669
H -2.195 -0.551 -1.775
H -3.700 0.413 -1.234
H -3.607 -1.828 -0.091
H -2.518 0.288 1.754
H -3.254 -1.263 2.382
H 1.472 -2.193 -0.850
N 3.008 1.901 0.389
N 0.769 1.478 -0.086
N -0.024 -0.715 -0.829
N 4.797 -1.066 0.113
S -1.717 1.358 -0.454
*
```



2 unconnected molecules or ions with the total composition C8H8NO4S. Source: the Open Molecules 2025 dataset; level of theory: ωB97M-V with the def2-TZVPD basis set.

Computed properties:
Maximum force in Eh/bohr: 0.061
LUMO level (alpha / beta) in eV: 3.26 / 3.26
HOMO level (alpha / beta) in eV: -4.2 / -4.2
Gap between HOMO and LUMO (alpha / beta) in eV: 7.45 / 7.46
Relative energy (zero: lowest compared OMol25 entry of this formula, charge and spin) in eV: 1.447

Structure (ORCA input):
```
! wB97M-V def2-TZVPD RIJCOSX def2/J DEFGRID3
* xyz -1 1
C -3.753 0.068 -0.336
C -3.056 1.009 0.468
C -3.060 -0.924 -0.976
C -1.619 0.997 0.557
C -1.656 -1.033 -0.768
C -0.966 -0.128 0.090
C 2.981 1.187 -0.339
C 3.541 -0.202 -0.219
N 0.480 -0.204 0.275
O 3.043 1.790 0.759
O 2.448 1.630 -1.359
O 1.593 -2.451 0.943
O 4.065 -0.451 0.996
S 1.390 -1.512 -0.208
H -4.789 -0.109 -0.177
H -3.622 1.860 0.890
H -3.776 -1.571 -1.546
H -1.122 1.594 1.352
H -1.039 -1.833 -1.243
H 4.017 -0.674 -1.141
H 1.087 0.685 0.404
H 3.813 0.271 1.579
*
```



C8H8O3 in the gas phase. Source: the Open Molecules 2025 dataset; level of theory: ωB97M-V with the def2-TZVPD basis set.

Computed properties:
Maximum force in Eh/bohr: 0.112
LUMO level in eV: 0.74
HOMO level in eV: -9.4
Gap between HOMO and LUMO in eV: 10.09
SMILES string: O=C(O)COc1ccccc1
Relative energy (zero: lowest compared OMol25 entry of this formula, charge and spin) in eV: 2.241

Structure (ORCA input):
```
! wB97M-V def2-TZVPD RIJCOSX def2/J DEFGRID3
* xyz 0 1
C 1.992 -0.015 -0.492
C 1.012 -0.624 -1.594
C -0.680 -0.751 -0.172
C -1.490 0.169 -0.776
C -2.237 1.143 -0.083
C -2.220 1.110 1.343
C -1.339 0.310 1.967
C -0.645 -0.674 1.158
H 2.432 1.330 0.524
H 0.419 0.252 -2.097
H 1.534 -1.165 -2.437
H -1.404 0.065 -1.736
H -2.920 1.830 -0.559
H -2.759 1.856 1.905
H -1.247 0.323 3.051
H -0.006 -1.410 1.631
O 1.666 1.230 -0.118
O 2.935 -0.555 0.037
O 0.097 -1.561 -0.967
*
```



C8H8O3 in the gas phase. Source: the Open Molecules 2025 dataset; level of theory: ωB97M-V with the def2-TZVPD basis set.

Computed properties:
Maximum force in Eh/bohr: 0.127
LUMO level in eV: 0.03
HOMO level in eV: -9.6
Gap between HOMO and LUMO in eV: 9.60
SMILES string: Cc1cccc(C(=O)O)c1O
Relative energy (zero: lowest compared OMol25 entry of this formula, charge and spin) in eV: 2.029

Structure (ORCA input):
```
! wB97M-V def2-TZVPD RIJCOSX def2/J DEFGRID3
* xyz 0 1
C 1.994 0.957 1.991
C 1.162 -0.084 1.214
C 1.345 -1.460 1.380
C 0.442 -2.255 0.709
C -0.460 -1.684 -0.179
C -0.414 -0.325 -0.481
C -1.410 0.269 -1.433
C 0.298 0.518 0.360
H 1.316 1.615 2.495
H 2.735 1.431 1.319
H 2.610 0.453 2.799
H 1.954 -1.866 2.224
H 0.283 -3.327 1.035
H -1.195 -2.259 -0.635
H -0.542 1.868 -1.394
H 0.551 2.410 1.043
O -1.386 1.526 -1.849
O -2.278 -0.410 -1.891
O 0.483 1.891 -0.042
*
```



C8H8O4 in the gas phase. Source: the Open Molecules 2025 dataset; level of theory: ωB97M-V with the def2-TZVPD basis set.

Computed properties:
Maximum force in Eh/bohr: 0.034
LUMO level in eV: 0.47
HOMO level in eV: -8.9
Gap between HOMO and LUMO in eV: 9.34
SMILES string: COc1cccc(C(=O)O)c1O
Relative energy (zero: lowest compared OMol25 entry of this formula, charge and spin) in eV: 0.282

Structure (ORCA input):
```
! wB97M-V def2-TZVPD RIJCOSX def2/J DEFGRID3
* xyz 0 1
C 3.114 -0.619 0.017
C 0.799 -0.109 0.033
C 1.002 1.256 0.043
C -0.143 2.079 -0.038
C -1.410 1.518 -0.053
C -1.630 0.127 -0.076
C -3.053 -0.322 0.041
C -0.500 -0.646 0.014
H 3.717 -1.526 -0.088
H 3.254 0.183 -0.764
H 3.366 -0.159 0.963
H 2.023 1.668 0.125
H 0.024 3.159 -0.082
H -2.320 2.090 -0.128
H -2.480 -2.153 -0.038
H 0.310 -2.332 -0.065
O 1.781 -1.042 0.043
O -3.293 -1.617 -0.011
O -3.958 0.469 0.117
O -0.601 -2.025 -0.052
*
```



A molecular structure, C8H8O5ReSbSe4. Source: the Open Molecules 2025 dataset; level of theory: ωB97M-V with the def2-TZVPD basis set.

Computed properties:
Maximum force in Eh/bohr: 0.008
LUMO level (alpha / beta) in eV: 1.12 / 1.28
HOMO level (alpha / beta) in eV: -5.1 / -5.1
Gap between HOMO and LUMO (alpha / beta) in eV: 6.23 / 6.39
Relative energy (zero: lowest compared OMol25 entry of this formula, charge and spin) in eV: 0.000

Structure (ORCA input):
```
! wB97M-V def2-TZVPD RIJCOSX def2/J DEFGRID3
* xyz -1 2
Re 1.132 -1.903 0.705
O 2.852 -0.606 -2.662
C 2.137 -0.632 -1.696
O 2.488 -1.294 -0.583
C 0.821 0.143 -1.655
C 0.728 0.914 -0.332
C -0.302 2.028 -0.384
C -1.634 1.242 -0.377
C -1.156 -0.198 -0.316
O 0.059 -0.094 0.494
C -0.542 -0.663 -1.644
C -0.497 -2.190 -1.675
O -0.884 -2.811 -2.629
O -0.070 -2.806 -0.563
H 0.845 0.807 -2.515
H 1.668 1.168 0.150
H -0.163 2.643 -1.273
H -0.205 2.645 0.507
H -2.244 1.411 -1.265
H -2.214 1.465 0.515
H -1.828 -0.895 0.178
H -1.146 -0.369 -2.499
Se -2.359 -0.026 3.094
Sb -0.294 0.555 4.128
Se 1.449 -2.420 2.856
Se 0.110 -0.163 6.340
Se 1.249 2.050 3.103
*
```